No. 1
18
Properties=species:S:1:pos:R:3:mulliken_charge:R:1 method="wB97M-V/def2-TZVPD" relative_energy_ev=2.169 spin_multiplicity=1 e_tot_ha=-239.1567 smiles=BNC(C)(C)C homo_lumo_gap_ev=10.55
B -2.43835 0.09490 -0.00335 0.108
C 1.13181 0.78643 -1.12756 -1.595
C 0.83291 0.20393 1.33936 -1.750
C 0.30132 -1.44169 -0.34845 -1.484
C 0.22564 0.05645 -0.07809 1.678
N -1.09367 0.46644 0.05154 -0.339
H -3.23162 0.89922 0.17533 -0.092
H -2.88750 -0.88592 0.30711 -0.098
H 1.62652 1.69850 -0.71843 0.370
H 2.08947 0.21927 -1.31634 0.398
H 0.58548 0.81175 -2.17737 0.318
H 0.91844 1.28181 1.70523 0.426
H 1.95053 0.01673 1.34799 0.390
H 0.13160 -0.20137 2.11623 0.369
H -0.65037 -1.84964 -0.62802 0.367
H 0.92518 -1.68228 -1.23486 0.373
H 0.78391 -2.06599 0.45880 0.289
H -1.20129 1.59145 0.13088 0.271

***

No. 2
118
Properties=species:S:1:pos:R:3:mulliken_charge:R:1 method="wB97M-V/def2-TZVPD" relative_energy_ev=0.000 charge=+1 spin_multiplicity=2 e_tot_ha=-7276.0204 s_squared=0.75 homo_lumo_gap_ev="6.71 / 6.83"
Ti -0.42210 -0.29940 0.26804 -1.358
C 2.07855 -2.44647 -2.26368 -1.288
C 1.31430 -3.54651 -1.52453 0.115
C 2.21407 -4.24974 -0.50842 -1.684
P -0.24129 -2.79520 -0.81172 2.355
C -1.04993 -4.28595 -0.01250 0.985
C -1.08133 -5.57984 -0.82675 -1.858
C -2.46055 -4.00774 0.50898 -1.457
C -1.09853 -2.41263 -2.36356 -0.152
C -1.37189 -3.36262 -3.34925 -0.728
C -1.93627 -3.00567 -4.55764 -1.189
C -2.18958 -1.66090 -4.79923 -1.148
C -1.90186 -0.70368 -3.84829 -0.162
C -1.36480 -1.04628 -2.59238 -0.553
N -1.01921 -0.09285 -1.62932 1.321
C -1.52066 1.22449 -1.80033 -0.215
C -2.85432 1.49962 -2.11239 0.352
C -3.26871 2.79843 -2.34965 -1.616
C -2.35536 3.84195 -2.30860 -1.235
C -1.03246 3.58072 -1.98816 -0.554
C -0.60907 2.28895 -1.69385 -0.533
P 1.07992 1.76190 -1.20434 2.042
C 1.88409 1.67716 -2.89918 0.740
C 1.09094 0.86303 -3.91483 -1.698
C 3.31975 1.15896 -2.80316 -1.377
C 1.88445 3.32677 -0.52255 1.075
C 2.56836 4.28093 -1.50535 -1.694
C 0.93201 4.13341 0.37698 -1.723
H 3.05952 -2.80814 -2.57933 0.719
H 2.23310 -1.57928 -1.62022 -0.189
H 1.53504 -2.12922 -3.15368 0.232
H 0.97450 -4.27369 -2.26469 0.663
H 2.72624 -3.52999 0.13214 0.210
H 2.98283 -4.80990 -1.04354 0.557
H 1.67127 -4.95693 0.12064 0.324
H -0.39820 -4.45127 0.85321 0.097
H -1.84296 -5.53056 -1.60312 0.416
H -1.35268 -6.40284 -0.16213 0.476
H -0.12386 -5.82850 -1.28209 0.367
H -3.17540 -3.98879 -0.31669 0.360
H -2.53145 -3.07063 1.05322 0.123
H -2.76191 -4.80901 1.18681 0.534
H -1.12453 -4.39941 -3.17502 0.457
H -2.15574 -3.75585 -5.30493 0.464
H -2.59879 -1.35150 -5.75258 0.436
H -2.07126 0.33484 -4.09087 0.494
H -3.56173 0.68683 -2.20301 0.940
H -4.30400 2.99155 -2.60113 0.496
H -2.66970 4.85251 -2.53350 0.476
H -0.32569 4.39673 -1.98805 0.312
H 1.90160 2.71038 -3.24884 0.596
H 0.94708 -0.16398 -3.58501 0.096
H 1.63578 0.84016 -4.86142 0.647
H 0.11416 1.30641 -4.10336 0.228
H 3.33507 0.10897 -2.51168 0.058
H 3.91066 1.71185 -2.07071 0.225
H 3.80977 1.24791 -3.77543 0.548
H 2.67508 2.90834 0.11080 0.072
H 1.87305 4.68769 -2.24060 0.238
H 3.40127 3.82345 -2.03664 0.396
H 2.96501 5.12432 -0.93464 0.515
H 0.50262 4.97219 -0.16856 0.424
H 1.47738 4.55374 1.22291 0.492
H 0.10735 3.53941 0.76217 0.267
O -2.59730 4.69194 4.53394 -0.541
C -1.22634 4.34514 4.51456 -0.800
C -0.89377 3.17766 3.60884 0.433
C 0.35665 2.92595 3.21587 -1.946
C 0.68167 1.63259 2.50150 0.918
N -0.41875 1.11936 1.67426 1.449
C -1.68053 1.44159 2.12576 0.373
C -1.95196 2.33498 3.10991 -0.903
C -2.77915 0.76957 1.41878 0.264
C -4.11173 1.16246 1.51624 -1.002
C -5.09544 0.47141 0.83986 0.040
C -6.53994 0.89579 0.91295 -0.885
O -6.82837 1.77692 1.97308 -0.531
C -4.70309 -0.61105 0.05017 -1.827
C -3.37098 -0.91728 -0.04545 -0.240
N -2.40769 -0.25474 0.62088 1.722
H -2.83983 5.06772 3.68129 0.316
H -0.97809 4.07415 5.54163 0.278
H -0.60673 5.20574 4.24300 0.407
H 1.18836 3.56103 3.50016 0.587
H 1.56774 1.73194 1.86658 -0.975
H -2.95586 2.48560 3.47236 0.822
H -4.38148 2.02706 2.10289 0.903
H -7.18248 0.00906 0.93735 0.411
H -6.78567 1.44193 -0.00063 0.277
H -6.70447 1.32148 2.81288 0.335
H -5.42889 -1.19717 -0.49922 0.563
H -3.04078 -1.71716 -0.69115 0.286
S 3.53323 -0.13634 0.46789 -0.413
C 5.17448 -0.01977 0.58457 0.114
N 5.84428 1.02678 1.08058 -0.227
C 7.28926 1.06203 0.90963 -0.640
C 7.72517 -0.39138 0.75320 -0.552
S 6.28492 -1.25131 0.03579 -0.069
H 5.33045 1.84933 1.35362 0.239
H 7.75826 1.52016 1.77901 0.351
H 7.55256 1.64438 0.02256 0.289
H 7.95834 -0.85611 1.70890 0.319
H 8.57272 -0.49833 0.08236 0.385
F 1.95104 -0.31413 3.21599 -0.226
C 1.11736 0.68662 3.64102 -0.074
F 0.04000 0.07930 4.21743 -0.320
H 1.64373 1.23456 4.42581 0.442
Br 0.49004 -4.77229 5.34928 -0.127
C 0.20779 -3.51791 3.97892 -0.529
C -0.99107 -2.83261 3.89161 -1.029
C -1.14994 -1.91962 2.86845 -0.452
N -0.21772 -1.67513 1.94126 2.128
C 0.94165 -2.34173 2.05774 -0.084
C 1.20213 -3.26194 3.04905 -0.964
H -1.77953 -2.98778 4.61312 0.557
H -2.06475 -1.34778 2.80313 0.130
H 1.70944 -2.09653 1.33413 -0.122
H 2.16208 -3.75476 3.10192 0.611

***

No. 3
67
Properties=species:S:1:pos:R:3:mulliken_charge:R:1 method="wB97M-V/def2-TZVPD" charge=-1 spin_multiplicity=1 e_tot_ha=-2858.0237 homo_lumo_gap_ev=6.37
O -1.77298 -3.70192 0.39208 -0.722
C -0.52358 -3.70129 0.53438 0.146
O 0.15771 -4.54993 1.17491 -0.791
C 0.23796 -2.47425 -0.10015 1.314
F -0.36828 -2.23279 -1.35031 -0.475
C 1.71254 -2.80036 -0.27814 -1.197
C 2.60263 -1.61455 0.06807 0.421
C 3.88756 -1.96997 0.74614 -0.906
O 2.73855 -1.31913 1.40184 -0.236
N -0.02418 -1.35027 0.77217 0.067
C -0.24762 -0.06215 0.09649 -0.860
C -0.02600 1.04967 1.14983 -0.243
C 0.74728 2.25906 0.59579 -0.350
S 1.66368 3.09543 1.94878 -0.314
H 2.04870 -3.57607 0.39296 0.444
H 1.94675 -2.98197 -1.32568 0.348
H 2.64380 -0.79762 -0.63393 0.307
H 3.86071 -2.87956 1.32503 0.306
H 4.71838 -1.28401 0.72062 0.268
H -0.90452 -1.55728 1.22789 -0.414
H -1.22438 0.00483 -0.37763 0.396
H 0.55599 0.06358 -0.62450 0.330
H 0.59475 0.59433 1.91371 0.206
H -0.95920 1.39287 1.59078 0.299
H 0.09389 3.02540 0.17864 0.277
H 1.50215 1.93879 -0.11419 0.367
H 1.94395 2.09987 2.80682 0.051
C -0.28755 4.12149 -4.41105 -0.464
C 0.46813 2.90582 -3.93435 0.335
O 0.91722 3.31423 -2.64761 -0.278
C 0.01120 4.21205 -2.17978 0.561
O -0.07617 4.55166 -1.04982 -0.534
O -0.79177 4.65801 -3.18447 -0.347
F 1.54870 2.65361 -4.71259 -0.335
H 0.36938 4.85308 -4.88535 0.282
H -1.09730 3.87468 -5.09354 0.255
H -0.13222 2.01150 -3.84149 0.532
C -0.15518 -0.39023 -8.45593 -0.453
C 1.06897 0.46918 -8.25526 0.273
O 0.78313 1.12766 -7.03709 -0.244
C -0.02754 0.29803 -6.31576 0.584
O -0.25432 0.39968 -5.15991 -0.442
O -0.53988 -0.67507 -7.11015 -0.330
F 1.20237 1.39384 -9.24072 -0.283
H -0.95643 0.15461 -8.95766 0.277
H 0.05151 -1.30530 -9.00474 0.270
H 2.00254 -0.08679 -8.15575 0.292
C -4.12702 -1.72973 3.66118 -0.478
C -2.86906 -1.21944 3.00673 0.537
O -2.95646 0.18452 3.22922 -0.256
C -3.66454 0.35448 4.37610 0.631
O -3.70938 1.36295 4.99801 -0.552
O -4.31408 -0.78434 4.72316 -0.348
F -2.86982 -1.46749 1.68377 -0.332
H -4.98055 -1.69391 2.98322 0.322
H -4.02225 -2.73899 4.04944 0.307
H -1.94868 -1.59954 3.44419 0.207
C 0.10739 -0.61428 7.27594 -0.427
C -0.19168 -1.24692 5.93768 0.221
O 0.41772 -0.35454 5.03267 -0.133
C 1.46575 0.22663 5.68564 0.515
O 2.34221 0.81595 5.16123 -0.465
O 1.36392 0.02099 7.02931 -0.362
F -1.53235 -1.28305 5.70030 -0.241
H -0.63645 0.13846 7.54208 0.297
H 0.18694 -1.33911 8.08239 0.288
H 0.22734 -2.24510 5.79837 0.279

***

No. 4
21
Properties=species:S:1:pos:R:3:mulliken_charge:R:1 method="wB97M-V/def2-TZVPD" relative_energy_ev=5.675 charge=+1 spin_multiplicity=7 e_tot_ha=-1382.5987 s_squared=12.14 homo_lumo_gap_ev="6.03 / 8.32"
C 1.14505 -2.32878 -1.64020 -0.485
O 1.35125 -2.28337 -0.27216 -0.553
C 1.10780 -0.92586 -2.23986 -0.354
O 0.20848 -0.16724 -1.41355 -0.312
C 0.32475 1.19404 -1.40106 -0.445
C -0.33058 1.80256 -0.20923 -0.202
O -0.06075 1.02535 0.92749 -0.606
Dy 0.30469 -1.05817 0.85332 1.466
H 0.18738 -2.83411 -1.89320 0.283
H 1.93988 -2.88588 -2.17535 0.338
H 0.74654 -0.91471 -3.27863 0.341
H 2.09936 -0.45166 -2.19006 0.361
H 0.44548 1.70062 -2.36147 0.387
H -1.43205 1.87390 -0.36312 0.257
H 0.04117 2.83606 -0.08401 0.310
O -1.01258 -0.74347 2.75714 -0.618
H -1.38723 -1.48390 3.23314 0.248
C -1.25260 1.16182 2.69843 -0.300
H -2.32451 0.96404 2.49240 0.309
H -0.38483 1.71897 3.10583 0.258
H -1.71668 1.79979 3.45415 0.316